[1]
Computed, not measured: a 21-piece molecular cluster, C45H96Br2ClN3O27P2 overall at a distorted geometry, with wB97M-V/def2-TZVPD.

The geometry in ORCA input format:
```
! wB97M-V def2-TZVPD RIJCOSX def2/J DEFGRID3
* xyz 0 1
C 6.2153 -1.1997 0.7989
C 6.0858 0.2794 0.6845
Br 7.6817 1.2009 1.1850
C 4.9889 0.8969 0.2478
Br 4.9415 2.8033 0.1188
C 3.8024 0.1284 -0.2395
C 3.9550 -0.4967 -1.4958
C 5.2249 -0.3021 -2.2559
C 5.5167 0.9669 -2.7513
C 6.7015 1.1437 -3.4459
C 7.5372 0.0530 -3.6029
N 7.2810 -1.1787 -3.1670
C 6.1361 -1.3175 -2.5022
C 2.9346 -1.2883 -2.0257
C 3.1213 -1.9713 -3.3554
C 2.3671 -1.1842 -4.4262
O 2.2431 0.0101 -4.3800
C 1.7561 -1.3885 -1.2905
C 1.5855 -0.7426 -0.0683
C 2.6212 0.0220 0.5100
P 2.2663 0.8234 2.1452
N 2.3762 -0.4943 3.2558
O 3.5162 1.7522 2.5983
C 0.2295 -0.9036 0.5552
O 0.0073 -0.9842 1.7365
C -0.9147 -0.9438 -0.4066
C -2.1448 -0.3360 -0.1440
P -2.5191 0.6149 1.3944
O -1.1929 1.5404 1.6799
O -3.6179 1.6957 0.7859
C -3.1534 -0.4355 -1.0800
C -2.9940 -1.1117 -2.2795
N -4.0686 -1.2048 -3.2218
C -5.0952 -1.6762 -2.7590
O -6.0197 -2.1420 -2.2924
C -1.7677 -1.7118 -2.5424
Cl -1.5871 -2.5537 -4.0474
C -0.7383 -1.6121 -1.6128
C 0.6172 -2.2044 -1.8382
O 0.7786 -3.2385 -2.4331
H 6.6912 -1.4729 1.7360
H 6.8585 -1.5985 0.0124
H 5.2515 -1.6918 0.7076
H 4.8166 1.7654 -2.5656
H 6.9239 2.1331 -3.8077
H 8.4729 0.2001 -4.1318
H 5.9101 -2.3081 -2.1144
H 4.1578 -1.9894 -3.6775
H 2.7572 -2.9904 -3.3659
H 1.9378 -1.7777 -5.2533
H 1.5509 -0.3914 3.8365
H 2.2408 -1.3772 2.7776
H 4.3038 1.2369 2.8415
H -1.3317 2.4347 1.3412
H -3.2861 2.0974 -0.0351
H -4.1130 0.0294 -0.8998
C -2.2963 3.0741 -2.7682
O -3.1124 1.9446 -2.4339
H -1.9918 3.5614 -1.8439
H -1.4075 2.7452 -3.3112
H -2.8600 3.7824 -3.3779
H -3.3741 1.5241 -3.2591
C -6.4379 -0.5307 2.8739
O -5.2245 -1.0151 2.3001
H -6.8413 -1.3041 3.5222
H -6.2543 0.3680 3.4631
H -7.1656 -0.3084 2.0872
H -4.8793 -0.3213 1.7274
C 11.1850 0.0781 -0.8048
O 10.1591 -0.8590 -0.4766
H 11.9387 -0.4372 -1.3963
H 10.7682 0.9014 -1.3931
H 11.6497 0.4759 0.0955
H 9.4979 -0.3926 0.0430
C -7.8222 -2.5412 6.3665
O -8.5662 -1.4124 5.9008
H -7.2013 -2.2150 7.1961
H -8.4987 -3.3219 6.7111
H -7.1822 -2.9312 5.5714
H -9.1162 -1.7017 5.1633
C 13.7410 2.9017 -0.8070
O 13.3795 2.1140 0.3281
H 13.5734 2.3047 -1.7003
H 13.1225 3.8019 -0.8570
H 14.7946 3.1817 -0.7539
H 13.5321 2.6516 1.1098
C 5.1487 4.5989 -5.2885
O 5.0253 3.4582 -4.4437
H 6.0388 5.1437 -4.9838
H 5.2566 4.2972 -6.3333
H 4.2798 5.2536 -5.1857
H 4.2369 2.9775 -4.7148
C -8.4149 2.8675 4.0350
O -8.4278 1.4638 4.3012
H -7.9597 3.0243 3.0589
H -9.4317 3.2611 4.0283
H -7.8262 3.3873 4.7956
H -8.8284 1.3363 5.1663
C -4.2175 -5.2316 -5.2379
O -3.9235 -4.0909 -6.0393
H -4.8950 -5.8702 -5.7985
H -3.3065 -5.7898 -5.0107
H -4.6996 -4.9335 -4.3043
H -3.3231 -3.5339 -5.5343
C -6.0838 -5.7057 -1.6255
O -4.9740 -6.5351 -1.2931
H -6.9059 -6.3498 -1.9269
H -6.3931 -5.1120 -0.7618
H -5.8301 -5.0397 -2.4530
H -4.2497 -5.9626 -1.0276
C -5.0503 6.3712 -3.5177
O -3.8272 5.9592 -4.1339
H -5.4250 5.5385 -2.9274
H -4.8794 7.2274 -2.8621
H -5.7917 6.6363 -4.2742
H -3.5026 6.7001 -4.6534
C -5.6508 2.5703 -5.1304
O -5.3223 3.7142 -5.9035
H -6.3142 1.9440 -5.7213
H -4.7507 1.9966 -4.8860
H -6.1605 2.8558 -4.2048
H -4.7331 4.2659 -5.3758
C -11.0091 -1.7729 8.9497
O -9.7811 -2.2289 8.3938
H -11.3978 -2.5555 9.5964
H -10.8534 -0.8663 9.5411
H -11.7385 -1.5684 8.1608
H -9.4448 -1.5298 7.8192
C -9.7144 6.1261 4.4351
O -10.7010 5.1335 4.7148
H -8.8691 5.6429 3.9523
H -10.1268 6.8855 3.7666
H -9.3791 6.5937 5.3640
H -11.4365 5.5792 5.1433
C 10.2806 -3.6352 -2.2921
O 9.9038 -4.4388 -1.1771
H 10.1319 -4.2171 -3.1991
H 9.6616 -2.7377 -2.3336
H 11.3349 -3.3535 -2.2170
H 10.0428 -3.9040 -0.3901
C 6.7605 3.3224 3.9317
O 5.7669 2.3542 4.2433
H 7.5194 2.8296 3.3370
H 6.3304 4.1446 3.3531
H 7.2130 3.7088 4.8496
H 5.0860 2.7842 4.7675
C -11.4086 -0.0092 2.6976
O -10.1281 -0.6177 2.7982
H -12.1516 -0.7992 2.6166
H -11.6230 0.5920 3.5863
H -11.4674 0.6260 1.8096
H -9.4782 0.0929 2.8715
C 9.0170 -2.2707 3.8072
O 8.5732 -1.1751 3.0092
H 8.1582 -2.9071 4.0060
H 9.7760 -2.8526 3.2783
H 9.4238 -1.9175 4.7578
H 9.3334 -0.6138 2.8347
C -10.2672 -6.3396 6.8563
O -11.1958 -5.2624 6.8199
H -10.8280 -7.2593 7.0022
H -9.7124 -6.4067 5.9162
H -9.5636 -6.2161 7.6842
H -10.6923 -4.4520 6.6961
C 17.5036 2.2576 1.2075
O 17.0686 3.3377 0.3847
H 16.6363 1.6434 1.4356
H 18.2443 1.6473 0.6852
H 17.9331 2.6306 2.1407
H 17.8364 3.8786 0.1829
C -5.7075 -2.5648 -9.1174
O -4.8853 -1.7009 -8.3443
H -5.7716 -2.1547 -10.1224
H -5.2743 -3.5673 -9.1674
H -6.7139 -2.6264 -8.6936
H -4.8349 -2.0744 -7.4591
*
```

Summary:
M	1368.47	u
orbital gap	7.0	eV
HOMO energy	-8.15	eV
LUMO energy	-1.11	eV

[2]
Computed, not measured: one molecule with the formula C5H3N3O at a distorted geometry, with wB97M-V/def2-TZVPD.

The geometry in ORCA input format:
```
! wB97M-V def2-TZVPD RIJCOSX def2/J DEFGRID3
* xyz 0 1
N -0.8296 -3.4491 -0.4950
C -0.7176 -2.2940 -0.3357
C -0.7174 -0.8744 -0.2449
C 0.4440 -0.2062 0.0494
C 1.7749 -0.8222 0.0169
N 2.8411 -1.2793 0.0262
C 0.3603 1.2564 0.5330
N -0.6943 1.8953 -0.0681
O 1.0174 1.8057 1.3980
H -1.7098 -0.4479 -0.0322
H -0.7394 2.9164 0.1064
H -1.0294 1.4993 -0.9540
*
```

Summary:
M	121.10	u
energy above the lowest of the compared OMol25 structures with the same formula, charge and spin	3.3	kcal per mole
orbital gap	9.4	eV
HOMO energy	-11.13	eV
LUMO energy	-1.73	eV

[3]
Computed, not measured: C18H13F8NOPPdSSe2Te as an isolated structure, with wB97M-V/def2-TZVPD.

The geometry in ORCA input format:
```
! wB97M-V def2-TZVPD RIJCOSX def2/J DEFGRID3
* xyz -1 1
Pd 0.7917 -1.2061 -0.1833
F -2.3320 -4.6044 2.4089
C -1.8650 -5.2778 1.3404
F -2.7631 -6.2564 1.0864
F -0.7331 -5.8841 1.7227
C -1.6722 -4.3871 0.1508
C -2.4529 -4.5364 -0.9784
C -2.2865 -3.6874 -2.0664
C -1.3311 -2.6942 -1.9764
N -0.5843 -2.5543 -0.8908
C -0.7099 -3.3634 0.1763
S 0.4100 -2.9038 1.4120
H -3.1954 -5.3220 -1.0089
H -2.8808 -3.7955 -2.9613
H -1.1399 -1.9934 -2.7787
Se 0.4366 0.6869 -1.7860
P 0.5979 1.6177 0.1645
Se 2.0689 0.4215 1.1465
C -1.0153 1.6078 1.0036
C -2.0197 2.4586 0.5459
C -3.2789 2.4181 1.1206
C -3.5427 1.5228 2.1508
C -2.5458 0.6724 2.6035
C -1.2803 0.7141 2.0328
C 1.0476 3.3745 0.0939
C 1.7746 3.8414 -0.9962
C 2.1845 5.1660 -1.0386
C 1.8779 6.0219 0.0094
C 1.1625 5.5548 1.1043
C 0.7472 4.2333 1.1482
H -1.8174 3.1448 -0.2684
H -4.0574 3.0790 0.7607
H -4.5293 1.4871 2.5959
H -2.7490 -0.0342 3.3978
H -0.5020 0.0405 2.3695
H 2.0205 3.1594 -1.8017
H 2.7495 5.5267 -1.8884
H 2.2009 7.0549 -0.0237
H 0.9276 6.2206 1.9250
H 0.1869 3.8690 2.0008
F 4.3644 -2.2099 -0.0986
Te 4.1571 -2.2004 -1.9713
F 6.0373 -2.1674 -1.9639
F 4.3943 -2.1736 -3.8416
F 4.3498 -0.3265 -1.9486
F 4.4182 -4.0651 -1.9958
O 2.3781 -2.2504 -2.0045
*
```

Summary:
M	866.27	u
energy above the lowest of the compared OMol25 structures with the same formula, charge and spin	10.3	kcal per mole
orbital gap	7.7	eV
HOMO energy	-5.55	eV
LUMO energy	2.16	eV

[4]
Computed, not measured: one molecule with the formula C6H7B at a distorted geometry, with wB97M-V/def2-TZVPD.

The geometry in ORCA input format:
```
! wB97M-V def2-TZVPD RIJCOSX def2/J DEFGRID3
* xyz 0 1
B 0.7999 -1.9282 0.1700
C 0.6995 -1.1305 1.3467
C 0.6560 0.0361 1.7904
C 0.2735 -1.4222 -1.2382
C 0.0393 1.2182 1.2934
C -0.2983 0.9648 -0.3098
C -0.6900 -0.3599 -0.7663
H 1.0936 -0.9863 -1.8102
H -0.2177 -2.1590 -1.8711
H -0.8790 1.4337 1.8443
H 0.6844 2.0943 1.3264
H -1.1081 1.6702 -0.5009
H 0.6032 1.2932 -0.8292
H -1.6564 -0.7242 -0.4455
*
```

Summary:
M	89.93	u
energy above the lowest of the compared OMol25 structures with the same formula, charge and spin	60.4	kcal per mole
orbital gap (alpha / beta)	7.0 / 7.0	eV
HOMO energy (alpha / beta)	-7.02 / -7.03	eV
LUMO energy (alpha / beta)	-0.05 / -0.06	eV